{"formula": "C50H132F6LiN13O16S2", "method": "ωB97M-V/def2-TZVPD", "molar_mass_g_mol": 1356.74, "e_above_lowest_ev": 6.5322, "lumo_ev": -0.32, "homo_lumo_gap_ev": 8.465, "symbols": ["Li", "C", "F", "F", "F", "S", "O", "O", "N", "S", "O", "O", "C", "F", "F", "F", "C", "C", "C", "O", "C", "N", "H", "H", "H", "H", "H", "H", "H", "H", "H", "H", "H", "C", "C", "C", "O", "C", "N", "H", "H", "H", "H", "H", "H", "H", "H", "H", "H", "H", "C", "C", "C", "O", "C", "N", "H", "H", "H", "H", "H", "H", "H", "H", "H", "H", "H", "C", "C", "C", "O", "C", "N", "H", "H", "H", "H", "H", "H", "H", "H", "H", "H", "H", "C", "C", "C", "O", "C", "N", "H", "H", "H", "H", "H", "H", "H", "H", "H", "H", "H", "C", "C", "C", "O", "C", "N", "H", "H", "H", "H", "H", "H", "H", "H", "H", "H", "H", "C", "C", "C", "O", "C", "N", "H", "H", "H", "H", "H", "H", "H", "H", "H", "H", "H", "C", "C", "C", "O", "C", "N", "H", "H", "H", "H", "H", "H", "H", "H", "H", "H", "H", "C", "C", "C", "O", "C", "N", "H", "H", "H", "H", "H", "H", "H", "H", "H", "H", "H", "C", "C", "C", "O", "C", "N", "H", "H", "H", "H", "H", "H", "H", "H", "H", "H", "H", "C", "C", "C", "O", "C", "N", "H", "H", "H", "H", "H", "H", "H", "H", "H", "H", "H", "C", "C", "C", "O", "C", "N", "H", "H", "H", "H", "H", "H", "H", "H", "H", "H", "H"], "xyz": [[15.923, 9.855, -13.232], [18.443, 6.296, -12.013], [19.696, 5.721, -11.872], [17.523, 5.290, -11.971], [18.187, 7.132, -10.999], [18.337, 7.201, -13.706], [18.781, 8.535, -13.312], [19.168, 6.522, -14.641], [16.657, 7.286, -14.135], [16.408, 6.204, -15.252], [16.713, 6.746, -16.591], [16.880, 4.837, -14.980], [14.495, 6.089, -15.051], [13.920, 7.244, -15.534], [13.973, 5.120, -15.901], [14.213, 5.737, -13.754], [25.439, 3.309, -9.444], [25.402, 4.814, -9.134], [25.022, 5.012, -7.592], [25.956, 4.282, -6.760], [25.525, 3.030, -6.214], [26.669, 5.470, -9.399], [26.226, 2.848, -8.847], [25.824, 3.052, -10.431], [24.461, 2.860, -9.273], [24.683, 5.165, -9.874], [24.014, 4.644, -7.401], [25.044, 6.074, -7.346], [24.679, 3.136, -5.535], [26.382, 2.571, -5.721], [25.092, 2.310, -6.909], [26.522, 6.469, -9.423], [27.119, 5.218, -8.531], [18.499, 13.798, -15.293], [17.274, 12.898, -15.234], [17.195, 11.885, -16.379], [16.685, 12.645, -17.524], [16.463, 11.768, -18.665], [17.355, 12.283, -13.990], [18.477, 14.648, -14.611], [18.602, 14.187, -16.306], [19.439, 13.264, -15.149], [16.512, 13.677, -15.243], [16.424, 11.125, -16.254], [18.162, 11.407, -16.534], [15.511, 11.239, -18.606], [17.378, 11.207, -18.853], [16.159, 12.418, -19.486], [17.532, 13.142, -13.488], [18.259, 11.839, -13.913], [21.818, -1.160, -16.422], [21.898, 0.345, -16.279], [22.830, 0.807, -15.140], [22.545, 0.467, -13.782], [21.341, 0.928, -13.303], [22.446, 0.948, -17.499], [21.425, -1.551, -17.360], [21.253, -1.539, -15.570], [22.843, -1.477, -16.231], [20.943, 0.722, -15.912], [23.054, 1.874, -15.125], [23.865, 0.467, -15.150], [20.471, 0.323, -13.558], [21.200, 1.979, -13.558], [21.373, 0.979, -12.215], [21.673, 1.378, -17.986], [22.992, 1.788, -17.373], [17.840, 4.011, -6.857], [18.157, 4.861, -5.611], [19.700, 4.836, -5.219], [20.081, 5.602, -4.127], [21.397, 6.077, -4.007], [17.708, 6.186, -5.739], [16.842, 4.154, -7.272], [17.922, 2.960, -6.582], [18.562, 4.140, -7.663], [17.554, 4.378, -4.842], [20.246, 5.179, -6.097], [19.902, 3.772, -5.089], [21.775, 6.686, -4.828], [21.972, 5.152, -4.048], [21.478, 6.584, -3.045], [18.081, 6.514, -4.860], [16.699, 6.207, -5.688], [12.757, 9.467, -9.427], [13.387, 9.659, -10.840], [12.655, 10.676, -11.605], [13.147, 10.677, -12.992], [12.721, 11.739, -13.728], [14.831, 9.872, -10.720], [13.122, 10.260, -8.774], [13.102, 8.579, -8.896], [11.685, 9.340, -9.574], [13.237, 8.745, -11.414], [12.656, 11.676, -11.173], [11.600, 10.413, -11.531], [13.111, 11.701, -14.745], [13.042, 12.641, -13.207], [11.636, 11.713, -13.829], [15.126, 9.164, -10.063], [14.972, 10.790, -10.322], [5.646, 7.111, -17.865], [6.851, 6.677, -18.624], [8.161, 6.419, -17.751], [8.399, 7.419, -16.775], [8.966, 8.577, -17.283], [6.496, 5.474, -19.268], [4.763, 7.231, -18.494], [5.898, 8.010, -17.303], [5.461, 6.382, -17.076], [7.050, 7.447, -19.369], [9.040, 6.310, -18.386], [8.171, 5.476, -17.203], [8.154, 9.098, -17.789], [9.715, 8.350, -18.042], [9.600, 9.136, -16.594], [5.535, 5.473, -19.580], [6.404, 4.778, -18.542], [15.717, 1.643, -18.692], [16.920, 0.690, -18.952], [16.574, -0.764, -19.193], [17.766, -1.557, -19.479], [17.286, -2.801, -19.900], [17.511, 1.122, -20.200], [15.285, 1.491, -17.703], [14.899, 1.462, -19.389], [16.078, 2.660, -18.849], [17.453, 0.958, -18.040], [15.813, -0.867, -19.967], [16.082, -1.049, -18.263], [16.551, -3.261, -19.239], [18.074, -3.550, -19.812], [16.907, -2.744, -20.920], [18.065, 0.291, -20.349], [16.699, 1.152, -20.800], [8.332, -0.689, -11.690], [7.926, 0.774, -11.167], [8.027, 1.816, -12.301], [7.814, 3.046, -11.779], [8.054, 4.012, -12.799], [6.592, 0.634, -10.600], [7.482, -1.114, -12.224], [8.869, -1.263, -10.935], [9.171, -0.659, -12.385], [8.584, 1.084, -10.354], [7.455, 1.496, -13.171], [9.059, 1.870, -12.650], [7.455, 3.826, -13.691], [9.069, 4.008, -13.195], [7.830, 5.028, -12.475], [6.151, 1.530, -10.751], [6.595, 0.617, -9.591], [28.802, 11.978, -10.856], [28.058, 10.617, -11.242], [26.820, 10.558, -12.112], [26.059, 9.410, -11.741], [24.812, 9.212, -12.397], [29.017, 9.606, -11.617], [29.270, 12.501, -11.690], [29.608, 11.815, -10.141], [28.038, 12.664, -10.489], [27.686, 10.289, -10.271], [27.127, 10.561, -13.158], [26.249, 11.452, -11.863], [24.266, 10.148, -12.511], [24.224, 8.536, -11.778], [24.975, 8.905, -13.431], [29.392, 9.037, -10.871], [28.629, 8.905, -12.232], [14.321, 15.728, -6.731], [14.622, 14.364, -7.222], [16.009, 14.296, -7.763], [16.436, 12.990, -8.268], [17.794, 12.680, -8.378], [14.583, 13.408, -6.111], [13.233, 15.752, -6.669], [14.569, 16.482, -7.479], [14.781, 16.068, -5.804], [13.964, 14.093, -8.048], [16.821, 14.475, -7.057], [16.047, 14.986, -8.606], [18.296, 12.462, -7.435], [18.488, 13.355, -8.878], [17.868, 11.763, -8.962], [15.484, 12.954, -6.069], [14.584, 13.851, -5.203], [16.090, -0.860, -12.016], [15.399, -0.055, -13.213], [14.299, -0.862, -13.838], [14.572, -2.281, -13.918], [13.487, -2.958, -14.553], [14.906, 1.165, -12.581], [15.339, -1.242, -11.325], [16.797, -0.242, -11.461], [16.630, -1.742, -12.360], [16.178, 0.297, -13.889], [14.148, -0.302, -14.761], [13.407, -0.695, -13.235], [12.726, -3.098, -13.785], [13.726, -3.945, -14.947], [13.271, -2.334, -15.420], [14.164, 1.660, -13.055], [15.688, 1.801, -12.658], [20.672, 6.709, -20.758], [21.653, 5.565, -20.718], [23.095, 5.923, -20.587], [23.593, 6.250, -21.861], [24.835, 6.934, -21.862], [21.243, 4.585, -19.733], [19.670, 6.291, -20.860], [20.889, 7.210, -21.701], [20.658, 7.417, -19.929], [21.542, 5.047, -21.670], [23.661, 5.063, -20.231], [23.246, 6.630, -19.770], [25.512, 6.938, -22.716], [25.529, 6.600, -21.091], [24.768, 8.008, -21.689], [20.400, 4.140, -20.067], [20.991, 5.090, -18.896]], "forces_ev_per_angstrom": [[0.0, -0.1, 0.3], [-0.1, -1.7, -0.3], [-2.0, 1.2, -0.1], [1.0, 1.0, 0.0], [0.4, -0.5, -0.7], [-0.8, 1.9, 0.5], [-1.1, -0.6, -0.1], [-0.3, -0.4, 0.2], [3.3, 0.4, 2.0], [0.0, -2.1, -3.2], [-1.1, -0.9, 2.1], [-1.0, 2.1, 0.0], [0.0, -0.8, -1.6], [0.4, -1.0, 1.8], [1.0, 1.0, 1.7], [-0.2, 1.1, -2.1], [1.2, 0.0, 0.2], [-0.8, -0.7, 0.2], [-0.2, -1.2, -1.1], [-0.4, 0.2, -0.4], [-0.5, 0.3, -0.2], [-0.1, -0.8, 0.2], [-0.3, -0.2, 0.6], [-0.5, 0.5, -0.4], [0.1, -0.2, 0.0], [-0.5, 0.7, 0.6], [-0.2, 0.0, 0.0], [0.3, 0.0, 0.2], [0.2, 0.5, 0.6], [-0.1, 0.2, 0.0], [0.5, 0.1, -0.7], [0.1, 0.2, 0.1], [1.2, 0.5, 0.0], [1.0, 0.3, -2.1], [1.1, 1.2, -2.4], [-1.7, 1.8, -1.0], [0.8, -1.3, -0.1], [-0.4, 1.7, 0.4], [-0.9, -1.2, 2.9], [-0.3, -0.1, 0.1], [-0.1, 0.4, -0.1], [0.0, -0.3, 0.3], [-1.0, -0.8, -0.3], [0.2, -0.3, 0.8], [0.2, 0.0, -0.3], [0.4, -1.0, 0.8], [-0.4, -0.3, -0.3], [0.9, 0.3, -0.2], [-0.3, -0.4, 1.7], [0.3, -0.5, -0.1], [0.6, 0.1, 1.2], [1.0, 0.8, 1.0], [1.6, -0.2, 1.3], [0.1, -1.0, -0.6], [-0.7, 0.9, 1.0], [-1.0, 0.4, -0.6], [0.1, 0.3, 0.1], [-0.2, -0.2, -0.1], [0.1, -0.6, -0.5], [-0.5, 0.4, -0.8], [-1.0, 0.6, -0.5], [0.0, -0.8, -1.0], [-0.1, 0.0, -0.4], [-0.4, 0.2, -0.5], [0.2, -0.4, 0.2], [-0.4, -0.4, -0.6], [0.5, -0.1, 0.8], [1.1, -0.5, 0.2], [0.4, -2.0, -0.2], [-0.8, -0.6, -1.7], [-2.0, 1.1, 0.9], [0.2, -1.6, -0.4], [0.4, 1.6, 0.1], [0.0, 0.3, 0.3], [-0.1, -0.1, 0.0], [0.0, 0.3, -0.1], [0.4, -0.4, 0.7], [0.1, 0.0, -0.3], [0.4, -0.2, 0.3], [-0.4, 0.4, -0.2], [0.9, 0.2, 0.5], [0.1, -0.1, -0.2], [-0.4, 1.4, 0.2], [-0.1, 0.2, 0.0], [0.4, -0.2, -0.9], [0.2, -1.5, 1.4], [-0.3, 0.8, -1.5], [0.6, -2.0, 2.3], [-0.8, 1.2, -0.5], [-0.1, 0.0, -1.2], [-0.8, 0.5, 0.0], [0.2, -0.3, -0.5], [-0.1, 0.5, 0.6], [0.1, -0.3, 0.1], [0.7, 0.4, -0.1], [-0.2, -0.2, -0.6], [0.3, -0.1, 0.1], [-0.2, 0.6, -0.4], [-0.3, 0.3, 0.0], [0.6, 0.2, 0.1], [0.3, 0.1, 0.4], [0.5, 0.9, 2.0], [0.7, 0.5, 0.6], [-0.6, 0.5, -0.3], [0.1, -1.0, 0.8], [0.4, 0.1, -1.4], [0.3, -2.4, -1.0], [0.1, 0.1, 0.0], [-0.5, 0.4, -0.1], [-0.3, -0.2, 0.0], [0.4, 0.0, -0.2], [0.0, 0.3, -0.5], [-0.8, -0.1, 0.1], [0.3, 1.0, 0.2], [0.0, -0.3, -0.5], [-0.9, 0.1, 0.7], [-0.1, 0.6, -0.6], [0.5, -0.5, 0.2], [-0.3, -1.1, -0.3], [-1.7, 1.5, -0.1], [0.2, 0.3, 2.2], [-1.9, 0.9, 0.7], [0.7, -1.3, 0.0], [1.0, 0.6, 0.8], [0.2, 0.3, 0.1], [-0.1, 0.0, -0.3], [-0.1, 0.0, 0.3], [1.2, -0.9, -0.3], [0.2, 0.1, -0.4], [0.1, -1.0, 0.2], [-0.6, 0.5, 0.1], [0.5, 0.3, -0.5], [-0.1, -0.2, -0.1], [0.5, 0.2, -1.5], [0.3, -0.1, -0.8], [1.0, 1.9, -0.1], [0.9, -2.1, -0.5], [1.5, -2.6, 0.7], [-1.1, 2.8, -0.3], [-0.3, 0.4, -0.2], [-0.9, 1.0, -0.3], [0.1, -0.4, 0.6], [-1.1, -0.4, 0.5], [0.0, 0.6, -0.6], [0.5, 0.1, -0.3], [-0.8, 0.4, -0.1], [0.5, -0.9, -0.2], [-0.5, -0.2, 0.0], [0.5, -0.2, 0.4], [0.0, -0.2, 0.4], [-0.5, 0.2, -0.3], [0.4, -0.5, 0.2], [-1.2, -0.5, -1.5], [1.0, -0.2, 2.3], [0.0, 0.7, 0.4], [0.3, 0.0, 0.1], [0.7, 0.9, -0.2], [0.9, -0.8, -1.2], [0.0, -0.3, -0.4], [-0.4, -0.3, 0.2], [0.1, 0.1, 0.4], [-0.5, 0.2, 0.3], [-0.3, -0.1, -0.3], [-0.3, 0.2, -0.4], [-0.2, 0.3, 0.4], [0.2, -0.2, -0.4], [-0.1, -0.7, 0.0], [0.0, 0.5, 0.4], [-0.3, 0.2, -0.3], [-1.1, 1.4, -0.7], [1.8, -1.5, 1.2], [2.5, -0.5, -1.7], [-1.7, 0.2, -0.2], [0.8, -0.6, 0.0], [-0.2, -0.7, 0.4], [-0.1, 0.4, 0.5], [0.1, 0.1, -0.2], [0.1, -0.5, 0.1], [-0.4, -0.2, 0.2], [-0.4, 1.0, 0.5], [0.4, 0.3, -0.1], [-0.3, 0.0, 0.5], [-0.5, 0.8, -0.3], [-0.2, -0.1, 0.0], [0.0, -0.7, -0.4], [-0.6, 0.5, 0.0], [-0.3, 0.0, -1.1], [1.7, -1.0, 2.7], [0.0, -0.1, 0.3], [0.4, 1.0, -0.5], [0.6, 0.6, 0.1], [-0.2, 0.6, 0.2], [-0.2, 0.3, 0.0], [-0.1, 0.2, -0.1], [0.0, 0.1, -0.3], [0.1, -0.9, -0.6], [-0.4, -0.9, -0.9], [-0.3, -0.1, 0.2], [-0.7, 0.3, -0.5], [0.7, 0.0, 0.3], [-1.0, -0.2, 0.0], [-0.3, -0.3, -0.4], [0.0, 0.4, 0.4], [-0.1, 0.4, -1.2], [-1.0, -0.7, -0.2], [0.9, -0.8, 0.6], [0.9, 1.1, -1.0], [0.9, 0.8, 1.0], [0.4, -0.4, 0.7], [-0.1, 0.1, 0.1], [-0.2, 0.7, 0.1], [0.3, -0.1, 0.1], [0.2, 0.1, -0.2], [-0.1, -0.5, 0.0], [0.1, 0.9, -0.3], [-1.0, -1.0, -0.9], [-0.3, -0.5, 0.5], [-0.7, 0.3, 0.3], [-0.1, -0.1, 0.1], [-0.2, -0.2, 0.4]], "lowdin_charge": [0.71, -0.56, 0.10, 0.10, 0.12, 0.65, -0.35, -0.27, -0.34, 0.57, -0.32, -0.32, -0.53, 0.07, 0.08, 0.09, -0.08, -0.42, -0.16, -0.21, -0.11, 0.04, 0.07, 0.08, 0.08, 0.13, 0.11, 0.11, 0.08, 0.09, 0.07, 0.07, 0.06, -0.07, -0.49, -0.15, -0.21, -0.08, 0.03, 0.08, 0.08, 0.09, 0.15, 0.12, 0.13, 0.08, 0.09, 0.08, 0.08, 0.08, -0.06, -0.43, -0.21, -0.18, -0.15, 0.04, 0.08, 0.07, 0.08, 0.12, 0.12, 0.13, 0.08, 0.09, 0.08, 0.07, 0.06, -0.06, -0.47, -0.20, -0.20, -0.09, 0.03, 0.07, 0.07, 0.07, 0.13, 0.12, 0.12, 0.09, 0.08, 0.09, 0.07, 0.08, -0.04, -0.45, -0.18, -0.20, -0.15, 0.04, 0.08, 0.08, 0.08, 0.14, 0.13, 0.13, 0.09, 0.09, 0.09, 0.08, 0.08, -0.08, -0.46, -0.16, -0.20, -0.13, 0.02, 0.08, 0.07, 0.09, 0.13, 0.12, 0.12, 0.09, 0.08, 0.09, 0.07, 0.07, -0.06, -0.45, -0.21, -0.17, -0.14, 0.04, 0.07, 0.07, 0.08, 0.14, 0.13, 0.12, 0.08, 0.09, 0.09, 0.06, 0.07, -0.06, -0.39, -0.28, -0.16, -0.10, 0.02, 0.07, 0.06, 0.05, 0.13, 0.13, 0.12, 0.08, 0.09, 0.09, 0.06, 0.07, -0.05, -0.42, -0.21, -0.20, -0.10, 0.02, 0.06, 0.07, 0.06, 0.12, 0.13, 0.12, 0.08, 0.09, 0.09, 0.07, 0.07, -0.07, -0.46, -0.19, -0.21, -0.14, 0.05, 0.09, 0.08, 0.09, 0.14, 0.13, 0.12, 0.08, 0.08, 0.08, 0.06, 0.06, -0.05, -0.42, -0.21, -0.19, -0.10, 0.02, 0.07, 0.06, 0.06, 0.13, 0.12, 0.12, 0.09, 0.08, 0.08, 0.06, 0.07, -0.06, -0.47, -0.23, -0.16, -0.12, 0.04, 0.08, 0.08, 0.08, 0.14, 0.12, 0.13, 0.08, 0.08, 0.08, 0.07, 0.07]}